1.
Density functional theory data (ωB97M-V with the def2-TZVPD basis set) for a molecular structure, C31H33FN6O4SV at a distorted geometry.

```
! wB97M-V def2-TZVPD RIJCOSX def2/J DEFGRID3
* xyz 1 3
V -0.14883 0.44616 -0.93580
C -1.03254 -2.39076 2.81819
C -1.68912 -1.23643 2.09501
C -1.12796 0.03819 2.23875
C 0.09730 0.20755 3.10043
C -1.75061 1.15957 1.66219
C -1.31885 2.55842 2.03537
C -2.91627 0.97691 0.89527
C -3.65044 2.17200 0.33476
C -3.51028 -0.29541 0.80452
C -4.87880 -0.40060 0.16844
C -2.88709 -1.40468 1.38348
C -3.50067 -2.78112 1.24452
H -0.05018 -2.63544 2.40292
H -1.63338 -3.29375 2.80321
H -0.86934 -2.13487 3.86575
H -0.17309 0.22180 4.15998
H 0.61687 1.13669 2.88429
H 0.80285 -0.61169 2.96212
H -0.54369 2.94721 1.37168
H -0.93204 2.58280 3.05207
H -2.15772 3.24750 1.99946
H -4.35901 2.56005 1.07274
H -4.21626 1.91865 -0.55707
H -2.97115 2.97819 0.07104
H -4.85463 -0.28602 -0.91924
H -5.52455 0.39318 0.54310
H -5.36855 -1.34122 0.39943
H -4.16654 -3.01113 2.07959
H -2.74279 -3.56097 1.21764
H -4.08564 -2.86913 0.33264
S -0.65152 2.46958 -1.92490
C -2.06288 1.99557 -2.71008
N -3.00879 1.61912 -3.25855
N 0.55235 -5.81448 -1.16591
C -0.02560 -4.84842 -1.38652
C -0.74544 -3.63687 -1.67011
C -1.83601 -3.62319 -2.54108
C -2.49555 -2.42953 -2.75745
C -2.03652 -1.28180 -2.13438
N -0.95882 -1.29127 -1.33085
C -0.34482 -2.45581 -1.07711
H -2.15589 -4.53783 -3.02180
H -3.36043 -2.37131 -3.40249
H -2.53322 -0.33329 -2.28953
H 0.49404 -2.43755 -0.38868
F 7.51953 3.30280 0.29910
C 6.28947 3.13834 -0.17448
C 5.26906 2.86244 0.63541
N 3.98187 2.69930 0.14526
C 2.86874 2.33334 0.98950
C 2.19337 1.09139 0.43849
O 2.82251 0.10396 0.13802
O 0.87297 1.16618 0.33714
C 3.70722 2.76380 -1.19735
O 2.59008 2.51300 -1.62766
N 4.76417 3.10522 -1.99532
C 6.10803 3.27881 -1.62049
O 6.96164 3.50838 -2.43164
H 5.40638 2.77301 1.70323
H 2.14716 3.14820 1.04816
H 3.24249 2.09858 1.98568
H 4.56291 3.18131 -2.98425
N 1.35969 -0.17284 -2.36164
C 1.46356 0.35608 -3.72205
C 0.33643 0.41539 -4.52176
C 0.44149 0.89431 -5.81887
C 1.67065 1.31046 -6.30902
C 2.79806 1.23781 -5.50262
C 2.69658 0.75575 -4.20664
H 2.20871 0.07603 -1.84586
H 1.38622 -1.18971 -2.42260
H -0.62933 0.10559 -4.13911
H -0.44064 0.94928 -6.44212
H 1.74897 1.68800 -7.31919
H 3.76043 1.55187 -5.88369
H 3.57469 0.68364 -3.57573
*
```

Gap between HOMO and LUMO (spin up / spin down): 7.2 / 7.2 eV
Highest occupied orbital energy (spin up / spin down): -11.4 / -11.5 eV
Calculated total energy: -3272.549394 hartree
Lowest unoccupied orbital energy (spin up / spin down): -4.3 / -4.3 eV
Energy relative to the best compared isomer or geometry (same formula, charge and spin): 117.8 kJ/mol

These are the Löwdin partial charges, in e, on atoms 1 to 2: atom 1 (V): 0.815, atom 2 (C): -0.030



2.
Density functional theory data (ωB97M-V with the def2-TZVPD basis set) for a molecular structure, C31H33LaN6O at a distorted geometry.

```
! wB97M-V def2-TZVPD RIJCOSX def2/J DEFGRID3
* xyz 2 1
La -0.16595 -0.23394 -0.03941
C 1.08242 2.14491 2.05216
C 0.66634 1.52374 3.39619
C 1.76327 0.58968 3.91463
C -0.68515 0.85365 3.25490
C -1.84600 1.52161 3.63614
C -3.09583 0.95018 3.46363
C -3.24833 -0.30598 2.87701
C -4.61374 -0.90677 2.69904
C -2.09065 -0.99869 2.53093
C -0.82066 -0.43832 2.72843
H 2.07301 2.59150 2.13275
H 0.38429 2.91609 1.72297
H 1.15464 1.36455 1.27679
H 0.55672 2.34316 4.10857
H 2.04814 -0.14438 3.15918
H 1.44128 0.07075 4.81767
H 2.64983 1.17296 4.16253
H -1.77070 2.49773 4.10090
H -3.97974 1.48174 3.79652
H -4.88431 -1.50448 3.57202
H -4.66356 -1.55938 1.82796
H -5.36979 -0.13029 2.59444
H -2.17871 -2.03337 2.20925
H 0.04574 -1.10089 2.71118
C 0.03053 -4.70564 -0.21277
C 1.20872 -4.92166 -0.93990
C 1.69297 -3.91403 -1.73167
C 1.01395 -2.67820 -1.80636
N -0.08139 -2.44435 -1.02670
C -0.55924 -3.47220 -0.28422
N 1.42696 -1.82342 -2.77497
C 1.17264 -0.57862 -2.97257
N 0.67020 0.33802 -2.06108
C 0.44210 1.53383 -2.73204
N -0.15142 2.58999 -2.31397
C -0.97427 2.79460 -1.24526
C -1.40046 4.12165 -1.05418
C -2.40707 4.40276 -0.16557
C -3.00797 3.34848 0.52636
C -2.51763 2.08320 0.34590
N -1.48518 1.78516 -0.47957
C 0.93796 1.40433 -4.10930
C 0.94366 2.29466 -5.16322
C 1.40054 1.82567 -6.39130
C 1.82197 0.50900 -6.54947
C 1.81003 -0.38791 -5.48569
C 1.36964 0.08559 -4.26607
H -0.42137 -5.49174 0.37532
H 1.69847 -5.88613 -0.90697
H 2.56765 -4.03894 -2.35379
H -1.48904 -3.28559 0.24678
H -0.94651 4.88879 -1.66375
H -2.76658 5.41508 -0.03773
H -3.84558 3.51694 1.18815
H -2.99567 1.24741 0.84388
H 0.61245 3.31527 -5.02625
H 1.42047 2.49500 -7.24074
H 2.15940 0.17738 -7.52222
H 2.13755 -1.41136 -5.60771
C 4.05883 -3.91162 2.07035
N 3.57208 -2.67004 1.48016
C 4.58643 -1.73690 0.99727
C 2.29422 -2.40612 1.38803
O 1.81236 -1.35584 0.89892
H 4.40638 -4.59239 1.29254
H 3.27538 -4.39584 2.64927
H 4.89327 -3.68765 2.73202
H 5.31548 -2.27765 0.39638
H 5.09765 -1.27466 1.84210
H 4.11528 -0.96579 0.39607
H 1.63722 -3.19290 1.77362
*
```

Gap between HOMO and LUMO: 7.5 eV
Highest occupied orbital energy: -13.5 eV
Calculated total energy: -1636.107081 hartree
Lowest unoccupied orbital energy: -6.0 eV
Energy relative to the best compared isomer or geometry (same formula, charge and spin): 88.4 kJ/mol

These are the Löwdin partial charges, in e, on atoms 1 to 2: atom 1 (La): 2.151, atom 2 (C): -0.047



3.
Density functional theory data (ωB97M-V with the def2-TZVPD basis set) for a molecular structure, C31H33N4O4Re at a distorted geometry.

```
! wB97M-V def2-TZVPD RIJCOSX def2/J DEFGRID3
* xyz 3 2
Re 0.28813 -0.89108 -0.26986
C -6.75074 -1.40285 -1.05205
C -5.31206 -0.97860 -0.96708
C -4.95170 0.34046 -0.70785
C -3.62040 0.79522 -0.65589
C -3.50073 2.21599 -0.46078
N -2.54585 3.09343 -0.55535
C -1.13188 3.02044 -0.95422
C -0.23752 3.66883 0.10533
C 1.22990 3.26380 -0.01353
N 1.79725 3.56343 -1.33672
C 2.68820 2.92022 -2.01614
C 3.35829 1.65890 -1.76950
C 4.71233 1.67051 -2.15772
C 5.56553 0.60481 -1.92946
C 7.01788 0.64410 -2.30542
C 5.00261 -0.52297 -1.34304
C 3.64689 -0.61120 -1.01104
C 3.18516 -1.87076 -0.46360
N 1.97118 -2.17927 -0.18419
C 1.68460 -3.53453 0.30932
C 0.94203 -4.34901 -0.76018
C 0.18553 -3.52000 -1.78817
N -0.62489 -2.41812 -1.21075
C -1.92411 -2.48980 -1.35821
C -2.92632 -1.50344 -1.07327
C -4.27925 -1.87716 -1.17230
C -2.58332 -0.16294 -0.79659
O -1.33452 0.18178 -0.67839
C 2.80154 0.48301 -1.23036
O 1.48931 0.45628 -0.98218
H -7.41766 -0.61936 -0.69903
H -6.92892 -2.29555 -0.45363
H -7.02174 -1.63507 -2.08267
H -5.74565 1.06421 -0.55852
H -4.44978 2.68250 -0.21421
H -2.85458 4.04165 -0.36602
H -1.05879 3.54865 -1.90774
H -0.87048 1.98479 -1.11263
H -0.54645 3.33661 1.09752
H -0.34052 4.75721 0.07946
H 1.35085 2.20842 0.18200
H 1.81802 3.82541 0.71487
H 1.56710 4.48393 -1.69957
H 3.05345 3.46637 -2.88202
H 5.10868 2.56418 -2.62762
H 7.29206 1.60090 -2.74388
H 7.24875 -0.13970 -3.02737
H 7.64608 0.48022 -1.42965
H 5.63583 -1.38453 -1.15851
H 3.95613 -2.62399 -0.30498
H 1.08655 -3.41708 1.20969
H 2.60601 -4.04621 0.58641
H 0.27739 -5.05696 -0.26497
H 1.65666 -4.94263 -1.33260
H -0.47012 -4.16629 -2.37057
H 0.87854 -3.05599 -2.49030
H -2.29940 -3.42210 -1.77665
H -4.51835 -2.90980 -1.40588
O 0.25749 0.64683 1.34560
C -0.10508 -0.26200 2.13046
O 0.06075 -1.45211 1.58844
C -0.60786 -0.12815 3.47774
C -0.66891 1.14553 4.05378
C -1.14452 1.28865 5.34179
C -1.55858 0.16642 6.05351
C -1.49748 -1.10075 5.48400
C -1.01991 -1.25414 4.19644
H -0.32954 2.00526 3.49115
H -1.18759 2.26634 5.80113
H -1.92634 0.28028 7.06467
H -1.81583 -1.96458 6.05047
H -0.95932 -2.23688 3.74903
*
```

Gap between HOMO and LUMO (spin up / spin down): 7.0 / 7.2 eV
Highest occupied orbital energy (spin up / spin down): -16.1 / -16.4 eV
Calculated total energy: -1798.519200 hartree
Lowest unoccupied orbital energy (spin up / spin down): -9.2 / -9.2 eV
Energy relative to the best compared isomer or geometry (same formula, charge and spin): 0.0 kJ/mol

These are the Löwdin partial charges, in e, on atoms 1 to 2: atom 1 (Re): 1.769, atom 2 (C): -0.013